Record 1
{
  "formula": "C42H44AsN6O3PdS",
  "method": "ωB97M-V/def2-TZVPD",
  "symbols": ["Pd", "C", "C", "N", "C", "C", "C", "S", "N", "C", "O", "C", "C", "C", "C", "C", "C", "H", "H", "H", "H", "H", "H", "H", "H", "H", "H", "H", "H", "H", "H", "H", "N", "C", "N", "C", "C", "O", "C", "C", "H", "H", "H", "H", "H", "H", "H", "H", "N", "C", "N", "C", "C", "C", "C", "C", "C", "H", "H", "H", "H", "H", "H", "O", "As", "C", "C", "C", "C", "C", "C", "C", "C", "C", "C", "C", "C", "C", "C", "C", "C", "C", "C", "H", "H", "H", "H", "H", "H", "H", "H", "H", "H", "H", "H", "H", "H", "H"],
  "positions_angstrom": [[-0.201, 0.669, -0.109], [-3.964, 4.734, -1.270], [-4.276, 4.025, 0.046], [-4.454, 2.584, -0.127], [-5.788, 2.078, -0.464], [-6.003, 1.767, -1.943], [-3.408, 1.748, -0.127], [-1.860, 2.422, 0.278], [-3.658, 0.469, -0.347], [-2.848, -0.389, -0.961], [-1.769, -0.080, -1.525], [-3.391, -1.769, -1.114], [-4.652, -2.104, -0.621], [-5.175, -3.364, -0.853], [-4.448, -4.290, -1.590], [-3.195, -3.959, -2.082], [-2.659, -2.705, -1.839], [-3.778, 5.793, -1.095], [-4.795, 4.640, -1.968], [-3.075, 4.291, -1.721], [-5.187, 4.423, 0.492], [-3.460, 4.187, 0.751], [-6.502, 2.835, -0.140], [-5.957, 1.174, 0.122], [-5.946, 2.669, -2.552], [-6.992, 1.327, -2.077], [-5.261, 1.056, -2.298], [-5.215, -1.364, -0.072], [-6.158, -3.618, -0.479], [-4.867, -5.268, -1.791], [-2.638, -4.681, -2.664], [-1.690, -2.415, -2.227], [2.016, 0.961, 0.540], [3.087, 0.677, 0.196], [4.299, 0.363, -0.177], [5.351, 0.039, 0.786], [6.600, 0.842, 0.441], [6.964, 0.651, -0.913], [5.946, 1.087, -1.794], [4.683, 0.262, -1.585], [5.576, -1.030, 0.723], [5.007, 0.274, 1.792], [7.441, 0.499, 1.042], [6.428, 1.908, 0.637], [6.326, 0.958, -2.805], [5.724, 2.148, -1.619], [4.899, -0.784, -1.819], [3.865, 0.610, -2.212], [0.801, 3.847, -3.155], [0.488, 2.570, -2.827], [0.549, 2.349, -1.544], [0.911, 3.566, -0.965], [1.078, 3.928, 0.372], [1.439, 5.233, 0.640], [1.616, 6.171, -0.385], [1.432, 5.837, -1.710], [1.078, 4.520, -1.983], [0.825, 4.232, -4.083], [0.212, 1.825, -3.556], [0.913, 3.208, 1.159], [1.585, 5.544, 1.666], [1.891, 7.185, -0.127], [1.546, 6.574, -2.495], [0.701, -1.378, -0.771], [0.795, -2.084, 0.720], [2.597, -2.735, 0.983], [3.378, -2.840, -0.163], [4.654, -3.377, -0.082], [5.148, -3.800, 1.145], [4.365, -3.699, 2.288], [3.083, -3.175, 2.210], [-0.264, -3.687, 0.934], [0.083, -4.764, 0.122], [-0.563, -5.978, 0.275], [-1.567, -6.111, 1.226], [-1.918, -5.035, 2.027], [-1.260, -3.821, 1.891], [0.254, -0.835, 2.087], [1.156, -0.310, 3.003], [0.759, 0.703, 3.858], [-0.544, 1.185, 3.809], [-1.458, 0.642, 2.923], [-1.064, -0.359, 2.031], [2.961, -2.498, -1.104], [5.264, -3.475, -0.971], [6.144, -4.217, 1.213], [4.749, -4.039, 3.241], [2.459, -3.123, 3.095], [0.869, -4.638, -0.615], [-0.287, -6.824, -0.341], [-2.075, -7.058, 1.348], [-2.698, -5.143, 2.769], [-1.515, -2.992, 2.541], [2.170, -0.687, 3.037], [1.465, 1.118, 4.565], [-0.850, 1.980, 4.476], [-2.481, 0.990, 2.920], [-1.810, -0.874, 1.435]],
  "lowdin_charge": [0.72, -0.07, -0.24, -0.12, -0.19, -0.06, -0.65, 0.86, 0.10, -0.48, -0.08, -0.15, -0.02, -0.07, -0.08, -0.07, -0.02, 0.08, 0.07, 0.06, 0.12, 0.07, 0.12, 0.11, 0.06, 0.08, 0.07, 0.10, 0.11, 0.11, 0.11, 0.11, 0.15, -0.22, -0.07, -0.10, -0.18, -0.12, -0.18, -0.10, 0.11, 0.14, 0.13, 0.13, 0.13, 0.13, 0.12, 0.14, 0.13, -0.14, 0.01, -0.28, -0.07, -0.08, -0.09, -0.02, -0.19, 0.16, 0.14, 0.07, 0.10, 0.11, 0.11, -0.49, 1.20, -0.30, -0.11, -0.09, -0.07, -0.07, -0.09, -0.29, -0.09, -0.07, -0.07, -0.07, -0.08, -0.35, -0.12, -0.06, -0.06, -0.11, -0.19, 0.10, 0.11, 0.11, 0.11, 0.11, 0.11, 0.11, 0.11, 0.11, 0.10, 0.09, 0.11, 0.11, 0.11, 0.10],
  "multiplicity": 1,
  "charge": 1
}

Record 2
{
  "formula": "C42H44F5N6O3Tl",
  "method": "ωB97M-V/def2-TZVPD",
  "symbols": ["Tl", "C", "N", "C", "C", "C", "C", "C", "C", "C", "C", "H", "H", "H", "H", "H", "H", "H", "H", "H", "H", "H", "H", "N", "C", "N", "C", "C", "C", "C", "C", "C", "H", "H", "H", "H", "H", "H", "F", "C", "C", "C", "F", "C", "F", "C", "F", "C", "F", "C", "N", "C", "C", "O", "N", "C", "C", "H", "H", "H", "H", "H", "H", "H", "H", "H", "H", "H", "H", "C", "C", "C", "C", "C", "C", "N", "C", "C", "C", "C", "C", "C", "C", "O", "O", "C", "C", "H", "H", "H", "H", "H", "H", "H", "H", "H", "H", "H", "H", "H", "H"],
  "positions_angstrom": [[10.830, 9.602, 8.786], [8.620, 6.976, 10.279], [9.458, 8.030, 10.879], [8.663, 8.570, 12.011], [10.768, 7.438, 11.272], [11.485, 6.816, 10.114], [11.958, 5.535, 10.256], [12.556, 4.987, 9.128], [12.609, 5.706, 7.942], [12.355, 7.086, 7.878], [11.700, 7.626, 9.013], [8.332, 6.196, 11.016], [9.171, 6.603, 9.409], [7.791, 7.633, 10.002], [8.178, 7.716, 12.527], [7.862, 9.339, 11.754], [9.319, 9.179, 12.657], [10.566, 6.619, 12.008], [11.407, 8.228, 11.762], [11.811, 5.013, 11.201], [12.931, 3.974, 9.061], [13.136, 5.310, 7.108], [12.545, 7.544, 6.896], [11.280, 12.323, 12.388], [10.597, 11.666, 11.458], [11.291, 10.717, 10.973], [12.513, 10.739, 11.597], [13.567, 9.824, 11.484], [14.658, 10.068, 12.351], [14.611, 11.110, 13.371], [13.563, 12.041, 13.374], [12.510, 11.797, 12.518], [10.888, 13.242, 12.755], [9.594, 12.002, 11.285], [13.632, 9.033, 10.678], [15.560, 9.556, 12.229], [15.493, 11.214, 13.912], [13.589, 12.823, 14.147], [7.948, 10.385, 9.398], [8.587, 11.431, 8.737], [9.817, 11.380, 8.182], [10.360, 12.438, 7.440], [12.468, 12.345, 9.124], [9.540, 13.529, 7.263], [9.832, 14.538, 6.453], [8.281, 13.598, 7.805], [7.498, 14.617, 7.466], [7.765, 12.579, 8.558], [6.490, 12.727, 8.969], [8.868, 17.917, 10.893], [9.512, 16.670, 11.126], [9.794, 15.976, 9.939], [9.979, 16.192, 12.321], [10.271, 14.982, 12.371], [10.114, 17.024, 13.339], [10.087, 16.546, 14.687], [10.550, 18.377, 13.097], [9.605, 18.635, 10.477], [8.485, 18.471, 11.803], [8.104, 17.669, 10.137], [10.448, 16.592, 9.355], [8.892, 15.876, 9.334], [10.274, 15.050, 10.214], [9.581, 15.546, 14.718], [9.511, 17.143, 15.412], [11.100, 16.361, 15.050], [10.939, 18.577, 12.149], [11.290, 18.592, 13.865], [9.772, 19.043, 13.400], [18.086, 9.362, 8.777], [16.974, 10.395, 9.135], [17.048, 11.092, 10.332], [16.262, 12.256, 10.508], [15.271, 12.633, 9.581], [15.078, 11.912, 8.424], [14.132, 12.273, 7.454], [12.848, 12.857, 7.862], [12.907, 14.350, 8.138], [12.678, 15.164, 7.119], [12.443, 14.609, 5.774], [11.890, 13.419, 5.591], [11.740, 12.479, 6.807], [11.838, 10.970, 6.264], [11.319, 10.697, 5.204], [12.352, 10.166, 7.089], [16.035, 10.866, 8.107], [15.847, 10.222, 6.753], [17.744, 8.451, 8.312], [18.527, 9.085, 9.765], [18.906, 9.835, 8.196], [17.890, 10.863, 11.065], [16.210, 12.960, 11.311], [14.804, 13.555, 9.901], [13.869, 11.412, 7.012], [12.966, 14.627, 9.236], [12.686, 16.229, 7.173], [12.704, 15.247, 4.936], [11.580, 12.974, 4.663], [16.756, 9.840, 6.440], [15.523, 11.096, 6.107], [14.951, 9.564, 6.809]],
  "lowdin_charge": [1.25, -0.08, -0.30, -0.10, -0.18, -0.32, -0.03, -0.07, -0.09, -0.08, -0.21, 0.10, 0.09, 0.09, 0.08, 0.10, 0.08, 0.13, 0.12, 0.12, 0.10, 0.09, 0.11, 0.14, -0.17, 0.05, -0.24, 0.01, -0.06, -0.06, -0.01, -0.21, 0.15, 0.14, 0.13, 0.07, 0.07, 0.11, 0.02, -0.23, -0.13, -0.07, 0.00, -0.15, 0.12, -0.16, 0.13, -0.11, 0.11, -0.07, -0.16, -0.05, -0.50, -0.01, -0.14, -0.05, -0.05, 0.09, 0.11, 0.10, 0.09, 0.09, 0.09, 0.11, 0.10, 0.09, 0.08, 0.10, 0.08, -0.05, -0.21, -0.10, -0.09, -0.04, -0.20, 0.13, -0.34, 0.00, -0.07, -0.08, 0.00, -0.16, -0.64, 0.08, -0.13, -0.12, -0.03, 0.06, 0.07, 0.09, 0.12, 0.09, 0.10, 0.06, 0.13, 0.10, 0.11, 0.12, 0.05, 0.11, 0.09],
  "multiplicity": 1
}

Calculated total energy readings, ordered: -4942.73799, -2852.77284 hartree